1.
# C27H31Cl3N4O4P2SbSe4W

C27H31Cl3N4O4P2SbSe4W as an isolated structure in a non-equilibrium geometry (ωB97M-V with the def2-TZVPD basis set, the OMol25 dataset).

Geometry (Å):
1 W -1.61 1.66 0.36
2 O -4.12 -1.37 0.85
3 C -3.24 -0.61 1.13
4 O -2.20 -0.32 0.37
5 C -3.06 0.07 2.47
6 C -3.46 -0.42 3.69
7 C -2.87 0.13 4.84
8 C -1.90 1.11 4.72
9 C -1.58 1.59 3.46
10 N -2.21 1.10 2.38
11 C -0.63 2.79 3.29
12 O 0.30 2.93 4.03
13 O -0.07 1.89 1.13
14 H -4.16 -1.23 3.74
15 H -3.16 -0.24 5.81
16 H -1.38 1.52 5.57
17 C -2.05 0.27 -2.90
18 P -0.63 0.48 -1.78
19 C -0.17 -1.31 -1.48
20 N -0.71 -2.13 -2.34
21 C -0.48 -3.46 -2.20
22 C -1.05 -4.37 -3.12
23 C -0.83 -5.71 -2.96
24 C -0.04 -6.20 -1.89
25 C 0.51 -5.33 -0.99
26 C 0.30 -3.94 -1.13
27 N 0.86 -3.08 -0.24
28 C 0.67 -1.80 -0.40
29 P 1.46 -0.60 0.77
30 C 0.45 -0.99 2.25
31 C 3.11 -1.40 1.20
32 C 3.02 -2.67 2.05
33 C 3.85 -0.31 1.98
34 C 3.89 -1.70 -0.08
35 C 0.76 1.25 -2.78
36 C 1.73 0.17 -3.26
37 C 0.17 1.94 -4.01
38 C 1.49 2.27 -1.90
39 H -1.77 -0.34 -3.75
40 H -2.39 1.25 -3.20
41 H -2.83 -0.24 -2.33
42 H -1.65 -3.97 -3.92
43 H -1.26 -6.41 -3.67
44 H 0.12 -7.26 -1.79
45 H 1.12 -5.68 -0.16
46 H 0.86 -0.45 3.11
47 H 0.43 -2.06 2.47
48 H -0.57 -0.64 2.08
49 H 2.59 -2.46 3.03
50 H 4.03 -3.07 2.21
51 H 2.41 -3.43 1.56
52 H 3.29 0.02 2.86
53 H 4.04 0.57 1.36
54 H 4.82 -0.70 2.33
55 H 3.40 -2.47 -0.68
56 H 4.89 -2.05 0.17
57 H 4.00 -0.80 -0.69
58 H 1.23 -0.57 -3.89
59 H 2.21 -0.35 -2.43
60 H 2.50 0.65 -3.85
61 H -0.31 1.23 -4.68
62 H 0.98 2.43 -4.56
63 H -0.55 2.72 -3.77
64 H 1.92 1.81 -1.01
65 H 0.83 3.08 -1.59
66 H 2.30 2.72 -2.49
67 Se -0.66 8.00 -2.33
68 Sb -0.36 5.76 -3.05
69 Se -2.19 3.48 -1.42
70 Se -3.95 2.23 -0.43
71 Se -0.86 5.42 -5.37
72 Cl -2.59 6.24 2.24
73 C -1.51 5.18 3.12
74 Cl 0.10 5.93 3.23
75 Cl -2.16 4.94 4.79
76 C -1.38 3.81 2.46
77 N -2.03 3.53 1.42

## Properties
Charge = -1
Gap between HOMO and LUMO = 4.3909 eV
Energy = -368550.872 eV
Multiplicity = 1

***

2.
# C27H31F2N7O5S6SbW

C27H31F2N7O5S6SbW as an isolated structure in a non-equilibrium geometry (ωB97M-V with the def2-TZVPD basis set, the OMol25 dataset).

Geometry (Å):
1 W 0.29 0.16 0.19
2 S 2.30 0.82 -4.29
3 Sb 0.42 1.33 -3.09
4 S -0.58 -0.64 -2.21
5 S 1.02 2.32 -1.00
6 C 5.11 2.24 0.15
7 N 4.00 2.93 0.78
8 C 3.78 4.29 0.78
9 C 2.60 4.51 1.36
10 N 2.08 3.26 1.71
11 C 2.95 2.28 1.34
12 S 2.81 0.64 1.55
13 C 0.80 3.10 2.32
14 C 0.46 4.07 3.26
15 C -0.81 4.05 3.81
16 C -1.68 3.07 3.40
17 C -1.23 2.14 2.47
18 N -0.01 2.13 1.94
19 H 5.89 2.96 -0.05
20 H 4.78 1.77 -0.77
21 H 5.49 1.47 0.82
22 H 4.48 4.99 0.35
23 H 2.04 5.42 1.49
24 H 1.20 4.80 3.56
25 H -1.09 4.79 4.56
26 H -2.69 3.01 3.77
27 H -1.90 1.37 2.13
28 F -0.45 -2.69 5.95
29 C -0.32 -2.08 4.75
30 C -1.41 -1.47 4.17
31 C -1.24 -0.84 2.94
32 C -0.02 -0.76 2.26
33 C 1.02 -1.46 2.88
34 C 0.89 -2.11 4.10
35 H -2.37 -1.49 4.67
36 H -2.14 -0.42 2.50
37 H 1.98 -1.54 2.40
38 H 1.73 -2.65 4.54
39 C -1.83 -3.73 -0.90
40 S -1.82 -2.85 0.65
41 C -3.49 -3.21 1.15
42 O -1.84 -1.39 0.28
43 H -1.93 -4.80 -0.67
44 H -0.88 -3.54 -1.40
45 H -2.66 -3.38 -1.52
46 H -3.63 -4.29 1.21
47 H -4.16 -2.77 0.41
48 H -3.64 -2.75 2.12
49 C -4.78 3.02 0.45
50 N -4.64 1.66 -0.03
51 C -5.82 0.93 -0.51
52 C -5.22 -0.18 -1.40
53 N -3.79 0.00 -1.17
54 C -3.51 1.14 -0.55
55 S -1.97 1.84 -0.52
56 H -5.24 3.65 -0.31
57 H -3.78 3.40 0.67
58 H -5.39 3.04 1.35
59 H -6.48 1.60 -1.07
60 H -6.39 0.52 0.33
61 H -5.46 -0.03 -2.45
62 H -5.56 -1.17 -1.11
63 H -3.05 -0.42 -1.72
64 F 3.13 -5.01 2.63
65 C 2.71 -4.98 1.36
66 C 2.98 -3.95 0.56
67 N 2.58 -3.91 -0.76
68 C 2.68 -2.65 -1.48
69 C 1.83 -1.60 -0.82
70 O 2.01 -0.38 -1.00
71 O 0.95 -1.92 0.02
72 C 1.83 -4.93 -1.32
73 O 1.39 -4.90 -2.45
74 N 1.62 -6.00 -0.47
75 C 1.96 -6.13 0.87
76 O 1.65 -7.11 1.52
77 H 3.55 -3.10 0.92
78 H 2.32 -2.79 -2.50
79 H 3.71 -2.30 -1.52
80 H 1.12 -6.78 -0.88

## Properties
⟨S²⟩ = 3.780
Gap between HOMO and LUMO (alpha / beta) = 6.5818 / 5.8008 eV
Energy = -127980.506 eV
Multiplicity = 4

***

3.
# C27H31IrN7S3Se2

C27H31IrN7S3Se2 as an isolated structure in a non-equilibrium geometry (ωB97M-V with the def2-TZVPD basis set, the OMol25 dataset).

Geometry (Å):
1 Ir -1.57 0.28 0.17
2 Se -3.04 3.60 1.37
3 Se -1.43 3.86 -0.31
4 C -0.18 2.87 0.75
5 C 1.02 3.43 1.14
6 C 1.73 2.82 2.17
7 C 1.18 1.72 2.81
8 C 0.01 1.18 2.33
9 N -0.64 1.69 1.26
10 C -4.07 2.33 0.43
11 C -5.44 2.54 0.34
12 C -6.19 1.81 -0.56
13 C -5.53 0.90 -1.37
14 C -4.19 0.69 -1.17
15 N -3.45 1.35 -0.25
16 H 1.34 4.36 0.70
17 H 2.66 3.25 2.51
18 H 1.65 1.29 3.68
19 H -0.45 0.32 2.80
20 H -5.88 3.31 0.95
21 H -7.25 1.99 -0.65
22 H -6.05 0.36 -2.15
23 H -3.65 -0.01 -1.78
24 C -4.15 -2.65 -1.99
25 C -4.70 -2.51 -0.57
26 S -3.81 -1.45 0.64
27 C -3.13 -2.62 1.82
28 C -2.01 -3.39 1.20
29 S -0.72 -2.23 0.66
30 C -0.33 -2.84 -1.01
31 C -1.35 -2.50 -2.09
32 S -2.71 -3.72 -2.16
33 H -3.91 -1.70 -2.45
34 H -4.93 -3.13 -2.59
35 H -4.81 -3.49 -0.09
36 H -5.69 -2.06 -0.63
37 H -3.93 -3.28 2.17
38 H -2.80 -2.02 2.67
39 H -2.34 -3.95 0.33
40 H -1.55 -4.08 1.92
41 H -0.20 -3.92 -0.91
42 H 0.64 -2.40 -1.25
43 H -0.86 -2.52 -3.06
44 H -1.76 -1.50 -1.92
45 C 2.02 -0.96 1.18
46 C 1.55 -0.45 -0.14
47 N 0.37 0.10 -0.54
48 C 0.52 0.47 -1.87
49 C 1.76 0.15 -2.28
50 N 2.39 -0.41 -1.19
51 C 3.73 -1.05 -1.22
52 N 4.58 -0.51 -0.22
53 N 5.10 -1.36 0.73
54 N 5.94 -0.73 1.42
55 C 6.04 0.57 0.95
56 C 6.85 1.63 1.37
57 C 6.70 2.83 0.71
58 C 5.76 2.99 -0.33
59 C 4.96 1.95 -0.76
60 C 5.15 0.72 -0.11
61 H 1.24 -0.96 1.91
62 H 2.85 -0.35 1.54
63 H 2.41 -1.98 1.08
64 H -0.27 0.96 -2.43
65 H 2.26 0.29 -3.22
66 H 4.14 -0.92 -2.23
67 H 3.64 -2.11 -1.02
68 H 7.58 1.50 2.15
69 H 7.31 3.67 0.99
70 H 5.67 3.95 -0.81
71 H 4.24 2.08 -1.55

## Properties
Charge = +3
Gap between HOMO and LUMO (alpha / beta) = 4.1965 / 4.2005 eV
Energy = -204941.695 eV
Multiplicity = 1

***

4.
# C27H31N3O5

One molecule with the formula C27H31N3O5 (ωB97M-V with the def2-TZVPD basis set, the OMol25 dataset).

Geometry (Å):
1 C -0.44 -2.51 7.64
2 H -1.13 -2.94 6.92
3 C 0.97 -3.05 7.42
4 H 0.97 -4.12 7.62
5 C 1.48 -2.83 6.00
6 C 1.76 -1.36 5.68
7 O 2.34 -1.18 4.41
8 C 1.57 -1.29 3.30
9 C 0.19 -1.41 3.27
10 C -0.50 -1.47 2.07
11 C 0.19 -1.46 0.86
12 C 1.59 -1.35 0.88
13 C 2.28 -1.25 2.07
14 O 3.62 -1.08 2.17
15 C 4.37 -1.00 0.99
16 H 5.40 -0.82 1.30
17 H 4.03 -0.18 0.34
18 H 4.33 -1.94 0.42
19 H 2.11 -1.29 -0.06
20 C -0.53 -1.49 -0.40
21 C -0.02 -1.86 -1.58
22 C -0.78 -1.81 -2.83
23 O -0.77 -2.69 -3.67
24 N -1.60 -0.71 -3.01
25 C -1.55 0.57 -2.49
26 N -2.61 1.25 -2.70
27 C -2.88 2.51 -2.22
28 C -3.76 3.30 -2.96
29 C -4.21 4.52 -2.49
30 C -3.81 4.95 -1.24
31 C -2.93 4.19 -0.49
32 C -2.45 2.98 -0.97
33 N -1.53 2.26 -0.17
34 C -0.35 1.74 -0.66
35 C -0.31 1.00 -1.81
36 C 0.96 0.58 -2.43
37 O 2.04 0.49 -1.89
38 O 0.78 0.32 -3.73
39 C 1.90 -0.17 -4.46
40 C 1.39 -0.95 -5.66
41 H 2.23 -1.33 -6.23
42 H 0.80 -0.30 -6.30
43 H 0.77 -1.78 -5.33
44 H 2.51 -0.80 -3.80
45 H 2.51 0.69 -4.77
46 C 0.83 2.02 0.21
47 H 0.90 3.08 0.42
48 H 1.74 1.68 -0.26
49 H 0.71 1.48 1.15
50 H -1.42 2.69 0.74
51 H -2.62 4.53 0.49
52 H -4.18 5.89 -0.84
53 H -4.88 5.11 -3.08
54 H -4.08 2.92 -3.92
55 H -2.31 -0.82 -3.73
56 H 0.96 -2.31 -1.65
57 H -1.56 -1.17 -0.35
58 H -1.57 -1.55 2.07
59 H -0.38 -1.44 4.19
60 H 0.85 -0.75 5.79
61 H 2.51 -0.97 6.38
62 H 0.75 -3.22 5.28
63 H 2.41 -3.38 5.85
64 H 1.66 -2.58 8.13
65 H -0.78 -2.76 8.64
66 H -0.46 -1.42 7.55

## Properties
Gap between HOMO and LUMO = 7.6924 eV
Energy = -43209.654 eV
Multiplicity = 1
SMILES = CCCCOc1ccc(/C=C/C(=O)NC2=Nc3ccccc3NC(C)=C2C(=O)OCC)cc1OC

***

5.
# C27H31N3O5

One molecule with the formula C27H31N3O5 in a non-equilibrium geometry (ωB97M-V with the def2-TZVPD basis set, the OMol25 dataset).

Geometry (Å):
1 O -0.56 -2.19 1.46
2 C -0.92 -1.08 1.78
3 N -1.71 -0.81 2.84
4 H -2.11 0.13 2.88
5 C -2.30 -1.80 3.71
6 C -1.28 -2.72 4.39
7 H -0.58 -3.09 3.64
8 H -0.73 -2.21 5.18
9 C -2.16 -3.86 4.90
10 H -2.70 -3.54 5.79
11 H -1.58 -4.75 5.16
12 C -3.13 -4.12 3.74
13 H -4.10 -4.47 4.11
14 H -2.73 -4.88 3.08
15 C -3.25 -2.78 2.99
16 H -2.93 -2.90 1.96
17 H -4.28 -2.40 2.98
18 H -2.85 -1.25 4.48
19 C -0.61 0.19 0.98
20 N -1.72 0.34 0.02
21 C -2.79 1.05 0.43
22 O -2.86 1.49 1.58
23 C -3.90 1.34 -0.49
24 C -5.07 1.96 -0.14
25 C -5.83 2.07 -1.33
26 C -5.06 1.52 -2.31
27 O -3.90 1.07 -1.81
28 H -5.23 1.38 -3.36
29 H -6.80 2.51 -1.44
30 H -5.34 2.29 0.84
31 C -1.59 -0.38 -1.22
32 C -0.83 0.41 -2.25
33 C -0.94 1.70 -2.67
34 C 0.07 1.89 -3.64
35 C 0.72 0.69 -3.74
36 O 0.17 -0.21 -2.91
37 H 1.54 0.37 -4.34
38 H 0.29 2.79 -4.19
39 H -1.64 2.43 -2.33
40 H -2.58 -0.65 -1.59
41 H -1.03 -1.30 -1.02
42 C 0.72 0.27 0.26
43 C 1.16 1.52 -0.15
44 C 2.31 1.67 -0.88
45 C 3.09 0.56 -1.24
46 C 2.65 -0.69 -0.80
47 C 1.49 -0.84 -0.08
48 H 1.18 -1.82 0.23
49 H 3.20 -1.58 -1.07
50 N 4.20 0.66 -2.06
51 C 5.41 -0.09 -1.75
52 H 5.16 -1.01 -1.23
53 C 6.34 0.76 -0.88
54 O 6.67 1.97 -1.51
55 C 5.51 2.72 -1.81
56 C 4.56 1.91 -2.69
57 H 3.67 2.48 -2.94
58 H 5.09 1.66 -3.62
59 H 5.86 3.62 -2.32
60 H 5.00 3.01 -0.87
61 H 7.29 0.24 -0.70
62 H 5.85 0.95 0.09
63 H 5.91 -0.34 -2.69
64 H 2.61 2.67 -1.17
65 H 0.58 2.40 0.10
66 H -0.68 1.05 1.66

## Properties
Gap between HOMO and LUMO = 8.1259 eV
Energy = -43209.281 eV
Multiplicity = 1
SMILES = O=C(NC1CCCC1)[C@@H](c1ccc(N2CCOCC2)cc1)N(Cc1ccco1)C(=O)c1ccco1

***

6.
# C27H31NO4

One molecule with the formula C27H31NO4 (ωB97M-V with the def2-TZVPD basis set, the OMol25 dataset).

Geometry (Å):
1 C -4.98 -1.97 -0.71
2 C -4.01 -3.10 -0.37
3 O -2.75 -2.94 -0.99
4 C -1.92 -1.91 -0.67
5 C -0.95 -1.64 -1.64
6 C 0.00 -0.66 -1.47
7 C 0.02 0.10 -0.31
8 C -0.92 -0.17 0.67
9 C -1.89 -1.15 0.52
10 O -2.82 -1.44 1.49
11 C -2.89 -0.61 2.63
12 C -4.12 -1.05 3.42
13 H -4.21 -0.44 4.32
14 H -4.02 -2.09 3.71
15 H -5.01 -0.94 2.82
16 H -1.99 -0.72 3.24
17 H -2.99 0.44 2.33
18 H -0.88 0.40 1.58
19 C 1.07 1.17 -0.11
20 N 2.38 0.55 -0.11
21 C 3.29 0.79 0.85
22 O 3.07 1.54 1.79
23 C 4.60 0.07 0.73
24 C 5.40 0.12 1.88
25 C 6.64 -0.49 1.93
26 C 7.11 -1.16 0.82
27 C 6.34 -1.21 -0.34
28 C 5.09 -0.60 -0.40
29 O 4.32 -0.63 -1.53
30 C 4.81 -1.26 -2.69
31 H 4.98 -2.33 -2.53
32 H 4.04 -1.12 -3.44
33 H 5.74 -0.79 -3.04
34 H 6.74 -1.73 -1.19
35 H 8.07 -1.64 0.83
36 H 7.23 -0.44 2.83
37 H 5.00 0.66 2.73
38 H 2.61 -0.06 -0.87
39 H 0.95 1.62 0.88
40 C 0.98 2.27 -1.17
41 H 1.95 2.77 -1.22
42 C -0.09 3.32 -0.85
43 C -1.46 2.75 -0.67
44 C -2.17 2.96 0.51
45 C -3.45 2.47 0.67
46 C -4.05 1.74 -0.35
47 C -3.35 1.52 -1.53
48 C -2.08 2.03 -1.69
49 H -1.56 1.86 -2.62
50 H -3.81 0.96 -2.33
51 H -5.05 1.37 -0.23
52 H -3.99 2.66 1.58
53 H -1.70 3.52 1.31
54 H -0.11 4.05 -1.66
55 H 0.20 3.84 0.06
56 H 0.79 1.83 -2.15
57 H 0.73 -0.50 -2.25
58 H -0.98 -2.24 -2.54
59 H -4.38 -4.05 -0.78
60 H -3.91 -3.20 0.71
61 H -5.96 -2.19 -0.29
62 H -5.07 -1.87 -1.79
63 H -4.62 -1.03 -0.30

## Properties
Gap between HOMO and LUMO = 8.4649 eV
Energy = -38182.377 eV
Multiplicity = 1
SMILES = CCOc1ccc([C@H](CCc2ccccc2)NC(=O)c2ccccc2OC)cc1OCC

***

7.
# C27H32BI2N5OP2S2Ti

C27H32BI2N5OP2S2Ti as an isolated structure in a non-equilibrium geometry (ωB97M-V with the def2-TZVPD basis set, the OMol25 dataset).

Geometry (Å):
1 Ti 0.89 0.16 0.20
2 C 1.75 -0.37 4.07
3 P 0.51 -0.03 2.79
4 C -0.41 1.37 3.56
5 C -0.75 -1.36 3.00
6 C -0.70 -2.33 4.00
7 C -1.72 -3.26 4.12
8 C -2.81 -3.22 3.26
9 C -2.86 -2.26 2.26
10 C -1.83 -1.34 2.11
11 P -1.73 -0.15 0.72
12 C -2.49 -1.00 -0.70
13 C -3.05 1.06 1.08
14 H 2.30 -1.28 3.85
15 H 1.29 -0.44 5.06
16 H 2.46 0.47 4.07
17 H -1.12 0.98 4.29
18 H -0.92 1.96 2.81
19 H 0.30 2.02 4.07
20 H 0.14 -2.37 4.68
21 H -1.66 -4.03 4.89
22 H -3.61 -3.94 3.36
23 H -3.71 -2.24 1.58
24 H -3.48 -1.38 -0.46
25 H -1.84 -1.80 -1.04
26 H -2.58 -0.27 -1.51
27 H -4.00 0.53 1.16
28 H -3.10 1.79 0.27
29 H -2.85 1.59 2.01
30 I -1.46 0.69 -4.32
31 C -1.24 2.02 -2.73
32 C -1.88 3.27 -2.76
33 C -1.68 4.15 -1.72
34 I -2.67 5.99 -1.81
35 C -0.83 3.85 -0.64
36 C -0.48 4.74 0.43
37 C 0.47 4.32 1.36
38 C 1.01 3.06 1.31
39 N 0.63 2.13 0.37
40 C -0.24 2.58 -0.63
41 C -0.45 1.64 -1.66
42 O 0.14 0.45 -1.54
43 H -2.51 3.53 -3.59
44 H -0.91 5.73 0.48
45 H 0.81 5.00 2.13
46 H 1.78 2.74 2.01
47 C -1.17 -4.47 -1.29
48 N -0.01 -3.86 -1.93
49 C 0.43 -4.19 -3.20
50 C 1.59 -3.53 -3.38
51 N 1.87 -2.81 -2.23
52 B 3.20 -2.02 -1.96
53 N 2.94 -0.48 -2.20
54 C 2.63 0.03 -3.44
55 C 2.58 1.37 -3.35
56 N 2.86 1.69 -2.05
57 C 2.99 3.05 -1.54
58 C 3.05 0.54 -1.34
59 S 3.35 0.47 0.37
60 C 0.86 -3.00 -1.36
61 S 0.72 -2.37 0.25
62 H -1.04 -5.55 -1.23
63 H -2.07 -4.25 -1.85
64 H -1.25 -4.07 -0.28
65 H -0.12 -4.85 -3.85
66 H 2.27 -3.53 -4.21
67 H 3.55 -2.19 -0.83
68 H 4.01 -2.39 -2.79
69 H 2.45 -0.61 -4.29
70 H 2.34 2.13 -4.08
71 H 3.89 3.50 -1.95
72 H 3.07 3.00 -0.46
73 H 2.12 3.63 -1.82

## Properties
⟨S²⟩ = 2.031
Gap between HOMO and LUMO (alpha / beta) = 5.6416 / 7.5651 eV
Energy = -118263.009 eV
Multiplicity = 3

***

Which of these has the highest multiplicity? C27H31F2N7O5S6SbW

***

Which value of energy does entry 1 give? -368550.872 eV